# 1
Below is C32H46N4O5Y as an isolated structure, with properties calculated with the ωB97M-V functional and the def2-TZVPD basis.

Output
relative energy (zero: lowest compared OMol25 entry of this formula, charge and spin)	0.00	kcal/mol
gap between HOMO and LUMO	7.30	eV
charge	+1

Element x y z (Å)
1 Y 0.37734 -0.04098 0.34154
2 C -1.72232 1.59700 3.02334
3 C -1.27909 1.08429 4.38216
4 O -0.62634 -0.16635 4.33378
5 C -1.46966 -1.30261 4.27230
6 C -1.86438 -1.69677 2.85603
7 O -0.74409 -1.75251 1.98507
8 C 0.10370 -2.88554 2.16759
9 C 1.41065 -2.43746 2.77491
10 O 1.88915 -1.31895 2.02485
11 C 2.91336 -0.62733 2.74250
12 C 3.21487 0.65354 2.00160
13 O 1.98886 1.32646 1.72993
14 C 1.57718 2.23465 2.74137
15 C 0.24048 2.75559 2.27966
16 O -0.65141 1.64909 2.07690
17 H -2.15727 2.59479 3.13753
18 H -2.48742 0.96087 2.58901
19 H -2.15429 1.04600 5.04217
20 H -0.56583 1.77971 4.82893
21 H -2.37380 -1.15344 4.87390
22 H -0.90438 -2.11572 4.73196
23 H -2.55549 -0.99019 2.40280
24 H -2.36839 -2.66844 2.88239
25 H 0.25621 -3.32582 1.18472
26 H -0.37030 -3.62799 2.81304
27 H 2.14729 -3.24636 2.75347
28 H 1.26327 -2.11808 3.81069
29 H 3.80702 -1.25274 2.82588
30 H 2.54336 -0.41182 3.75088
31 H 3.67110 0.45957 1.03453
32 H 3.88364 1.28805 2.58669
33 H 2.29962 3.05178 2.82515
34 H 1.48917 1.72439 3.70608
35 H 0.36060 3.25932 1.32020
36 H -0.18082 3.45591 3.00202
37 C -3.24727 2.31671 -1.78914
38 C -1.76362 2.39766 -2.15600
39 C -0.86462 2.67962 -0.93879
40 N 0.35535 1.88713 -0.94814
41 C 1.35158 2.21142 -1.76454
42 C 1.44494 3.47282 -2.38393
43 C 2.30051 3.98581 -3.34304
44 C 3.27062 3.34917 -4.09501
45 C 3.60661 2.01151 -3.98195
46 C 3.20848 1.06554 -3.05436
47 C 2.36575 1.13831 -1.91965
48 N 2.30336 0.17956 -1.00564
49 C 3.21741 -0.94914 -1.11532
50 C 2.61799 -2.12610 -1.88596
51 C 1.54403 -2.84542 -1.07066
52 N 0.33137 -2.06783 -0.83396
53 C -0.73426 -2.31886 -1.58090
54 C -0.67531 -3.09794 -2.76257
55 C -1.64952 -3.74437 -3.49953
56 C -3.00875 -3.85534 -3.26004
57 C -3.69022 -3.17057 -2.27097
58 C -3.24858 -2.17582 -1.41429
59 C -1.97521 -1.60901 -1.18203
60 N -1.79446 -0.47838 -0.50684
61 C -2.98988 0.29190 -0.16334
62 C -3.72760 0.92882 -1.35792
63 H -3.85164 2.61786 -2.64716
64 H -3.46750 3.04550 -0.99972
65 H -1.60436 3.16766 -2.91268
66 H -1.44563 1.45180 -2.60155
67 H -1.40655 2.42272 -0.03049
68 H -0.67711 3.75696 -0.85983
69 H 0.70493 4.18604 -2.04615
70 H 2.14050 5.03427 -3.57123
71 H 3.77287 3.92827 -4.85834
72 H 4.30990 1.64070 -4.72018
73 H 3.64821 0.09357 -3.22621
74 H 3.44632 -1.31068 -0.10643
75 H 4.17480 -0.65377 -1.55144
76 H 3.41377 -2.84414 -2.10481
77 H 2.21012 -1.78364 -2.84080
78 H 1.98941 -3.07952 -0.09544
79 H 1.30557 -3.80678 -1.53200
80 H 0.32408 -3.22625 -3.15693
81 H -1.27501 -4.27946 -4.36568
82 H -3.58154 -4.50878 -3.90433
83 H -4.75003 -3.38876 -2.19196
84 H -4.04627 -1.73328 -0.83325
85 H -2.69551 1.08944 0.51962
86 H -3.69869 -0.32993 0.39943
87 H -4.78878 1.00209 -1.10373
88 H -3.66214 0.24902 -2.20976

=====

# 2
Below is the molecule C5H10O, with properties calculated with the ωB97M-V functional and the def2-TZVPD basis.

Output
relative energy (zero: lowest compared OMol25 entry of this formula, charge and spin)	33.66	kcal/mol
gap between HOMO and LUMO	10.62	eV
charge	0

Element x y z (Å)
1 C 2.15909 1.82011 -0.39242
2 C 1.09563 1.13951 -0.79822
3 C 0.66025 -0.16885 -0.21379
4 C -0.57833 0.14885 0.63450
5 O -1.23107 -0.93843 1.22505
6 C -1.89674 -1.77089 0.31982
7 H 2.82539 1.40658 0.36188
8 H 2.39268 2.79266 -0.81250
9 H 0.42258 1.58940 -1.52847
10 H 0.45476 -0.90000 -1.00518
11 H 1.45797 -0.59102 0.41113
12 H -1.29481 0.74256 0.02955
13 H -0.22378 0.74365 1.47936
14 H -2.37316 -2.53664 0.93253
15 H -1.20544 -2.25139 -0.38802
16 H -2.66501 -1.22610 -0.25522

=====

# 3
Below is a 9-piece molecular cluster, C3H26NO10 overall, with properties calculated with the ωB97M-V functional and the def2-TZVPD basis.

Output
relative energy (zero: lowest compared OMol25 entry of this formula, charge and spin)	0.00	kcal/mol
gap between HOMO and LUMO	11.42	eV
charge	+1

Element x y z (Å)
1 C 2.00104 -0.43640 -2.57619
2 O 1.93101 0.91106 -3.02915
3 C 0.82680 -0.68322 -1.65724
4 C 0.59697 -2.14699 -1.29159
5 O -0.56451 -2.26593 -0.48480
6 N 1.10150 0.03391 -0.36631
7 H 2.94359 -0.55157 -2.03773
8 H 2.00317 -1.16085 -3.39002
9 H 1.87859 0.92849 -3.98942
10 H -0.15836 -0.40021 -2.02711
11 H 0.66655 -2.81311 -2.15114
12 H 1.34700 -2.51828 -0.59254
13 H -1.43135 -2.26891 -0.93527
14 H 1.09216 1.04357 -0.47857
15 H 0.34121 -0.25660 0.24722
16 H 1.97370 -0.27449 0.06580
17 H -3.36232 -1.01723 -2.23980
18 H -3.11488 -0.70605 -0.72919
19 O -2.86761 -1.28880 -1.46195
20 H -1.89715 0.98572 1.03426
21 H -0.53029 1.26003 1.59815
22 O -1.02382 1.33007 0.76658
23 H -2.11018 -3.57963 2.17702
24 H -1.27047 -2.65057 1.25796
25 O -1.70922 -2.70736 2.12098
26 H -0.12531 3.72892 1.42726
27 H 1.36132 4.33639 1.10562
28 O 0.83873 3.65814 1.53381
29 H -2.14638 3.03798 0.90570
30 H -1.80294 4.22374 -0.03996
31 O -2.05148 3.99647 0.86262
32 H 3.84954 -2.56535 0.85796
33 H 2.45890 -2.32228 1.58623
34 O 3.06783 -2.00753 0.91398
35 H -3.92799 -0.33499 1.91780
36 H -2.63485 -1.20591 1.84706
37 O -3.08088 -0.41486 1.46802
38 H 2.84168 1.18132 2.20483
39 H 1.70125 2.21510 1.76630
40 O 2.06316 1.30089 1.65577